Molecular formula: C17H40Cl2N2O6P
Method: DFT, ωB97M-V/def2-TZVPD

Cartesian coordinates (Å):
C: -3.183 0.124 -1.448
C: -4.580 0.370 -1.892
Cl: -4.681 1.516 -3.192
C: -5.679 -0.208 -1.386
Cl: -5.479 -1.404 -0.133
C: -7.082 0.068 -1.798
C: -7.976 0.419 -0.591
O: -9.298 0.323 -1.016
P: -9.437 -0.493 -2.593
O: -7.740 -0.987 -2.423
H: -3.150 -0.212 -0.427
H: -2.619 1.047 -1.505
H: -2.686 -0.589 -2.097
H: -7.089 0.912 -2.480
H: -7.839 -0.303 0.207
H: -7.700 1.439 -0.308
H: -10.834 -0.070 -2.703
H: -9.081 0.802 -3.183
H: -9.442 -1.032 -3.940
H: -9.916 -1.704 -1.977
C: 0.319 -4.425 2.929
O: 1.455 -3.629 2.647
C: 2.285 -4.124 1.605
C: 2.177 -3.283 0.351
N: 0.885 -3.447 -0.302
C: 0.608 -2.476 -1.360
C: 0.592 -0.994 -0.999
O: -0.500 -0.598 -0.192
C: -0.379 -0.867 1.190
H: -0.099 -4.074 3.871
H: -0.452 -4.333 2.158
H: 0.590 -5.479 3.039
H: 2.069 -5.176 1.394
H: 3.315 -4.062 1.969
H: 2.964 -3.586 -0.346
H: 2.371 -2.241 0.642
H: 0.151 -3.387 0.389
H: -0.372 -2.724 -1.774
H: 1.339 -2.628 -2.161
H: 0.474 -0.438 -1.934
H: 1.543 -0.663 -0.566
H: 0.651 -0.776 1.537
H: -0.767 -1.858 1.441
H: -0.994 -0.138 1.720
C: 3.172 0.804 2.020
O: 3.725 0.776 0.717
C: 3.108 1.663 -0.211
C: 3.996 2.850 -0.518
N: 4.104 3.755 0.619
C: 5.138 4.779 0.497
C: 6.592 4.347 0.321
O: 7.175 3.737 1.457
C: 6.886 2.362 1.628
H: 3.553 -0.064 2.557
H: 3.467 1.704 2.572
H: 2.083 0.748 1.992
H: 2.122 1.984 0.137
H: 2.965 1.099 -1.136
H: 3.572 3.397 -1.366
H: 4.972 2.453 -0.826
H: 4.279 3.217 1.455
H: 5.088 5.392 1.401
H: 4.872 5.432 -0.342
H: 7.174 5.256 0.152
H: 6.738 3.719 -0.566
H: 6.804 1.840 0.672
H: 5.973 2.213 2.211
H: 7.709 1.924 2.193

Computed properties:
Kohn-Sham gap ... 5.634 eV
Charge ... -1


Molecular formula: C48H42BN10O20
Method: DFT, ωB97M-V/def2-TZVPD

Cartesian coordinates (Å):
O: 0.664 0.442 0.091
C: -0.185 -0.415 0.288
O: -0.007 -1.357 1.153
B: -1.083 -2.347 0.911
O: -2.075 -1.680 0.038
C: -1.562 -0.525 -0.491
O: -2.084 0.319 -1.176
O: -1.630 -2.709 2.262
C: -1.443 -4.058 2.435
O: -1.772 -4.660 3.460
C: -0.654 -4.601 1.231
O: -0.468 -3.578 0.429
O: -0.341 -5.806 1.093
C: -6.408 -8.386 5.566
C: -7.496 -9.334 5.242
N: -8.340 -10.089 5.087
H: -5.578 -8.665 4.917
H: -6.115 -8.454 6.613
H: -6.596 -7.319 5.448
C: 0.312 -8.165 -3.195
C: 0.209 -8.135 -4.644
N: 0.081 -8.140 -5.829
H: -0.621 -8.057 -2.641
H: 1.045 -7.424 -2.877
H: 0.585 -9.211 -3.053
C: 0.946 -8.979 6.520
C: -0.183 -9.787 6.777
N: -1.200 -10.330 6.892
H: 1.812 -9.617 6.698
H: 0.885 -8.167 7.245
H: 0.955 -8.715 5.462
C: -4.557 5.397 -5.327
C: -5.184 6.715 -5.623
N: -5.580 7.767 -5.889
H: -4.590 4.745 -6.200
H: -5.051 4.892 -4.497
H: -3.606 5.610 -4.839
C: 3.334 5.766 3.471
C: 4.431 6.498 3.988
C: 4.119 7.852 4.312
C: 2.883 8.418 4.038
C: 1.879 7.687 3.391
C: 2.123 6.331 3.179
N: 2.762 9.823 4.276
O: 1.650 10.312 4.150
O: 3.703 10.528 4.506
H: 3.384 4.690 3.556
H: 5.393 6.103 4.282
H: 4.961 8.468 4.590
H: 0.903 8.057 3.112
H: 1.396 5.671 2.729
C: -4.073 3.164 3.632
C: -3.323 4.105 4.350
C: -2.613 3.657 5.453
C: -2.771 2.337 5.936
C: -3.528 1.443 5.191
C: -4.081 1.792 4.008
N: -2.136 1.924 7.166
O: -1.254 2.714 7.577
O: -2.321 0.820 7.654
H: -4.666 3.468 2.782
H: -3.237 5.140 4.056
H: -2.070 4.447 5.951
H: -3.623 0.389 5.409
H: -4.613 1.095 3.376
C: -4.381 -3.029 -5.495
C: -4.653 -2.273 -6.604
C: -5.687 -2.611 -7.466
C: -6.613 -3.628 -7.057
C: -6.300 -4.410 -5.960
C: -5.158 -4.165 -5.183
N: -7.775 -3.991 -7.898
O: -8.436 -3.155 -8.561
O: -8.110 -5.173 -7.942
H: -3.492 -2.838 -4.913
H: -4.017 -1.512 -7.033
H: -5.758 -2.061 -8.393
H: -6.834 -5.310 -5.692
H: -4.879 -4.758 -4.324
C: 7.464 5.887 -0.777
C: 6.162 5.558 -1.056
C: 5.140 6.565 -0.956
C: 5.472 7.927 -0.676
C: 6.821 8.198 -0.343
C: 7.814 7.198 -0.462
N: 4.492 8.993 -0.703
O: 4.946 10.117 -0.639
O: 3.310 8.683 -0.969
H: 8.215 5.121 -0.905
H: 5.903 4.603 -1.489
H: 4.147 6.217 -1.200
H: 7.203 9.190 -0.156
H: 8.823 7.572 -0.373
C: 1.020 -0.185 -6.929
C: 0.576 1.115 -6.741
C: 0.346 1.928 -7.896
C: 0.852 1.402 -9.073
C: 1.421 0.123 -9.156
C: 1.485 -0.731 -8.090
N: 0.692 2.260 -10.321
O: 0.073 3.331 -10.254
O: 1.221 1.836 -11.355
H: 1.031 -0.679 -5.968
H: 0.399 1.447 -5.729
H: 0.063 2.970 -7.869
H: 1.779 -0.231 -10.111
H: 1.751 -1.775 -8.173
C: 4.559 -3.463 6.502
C: 4.238 -2.541 5.523
C: 4.043 -2.882 4.225
C: 4.315 -4.197 3.798
C: 4.595 -5.162 4.853
C: 4.685 -4.802 6.150
N: 4.402 -4.575 2.391
O: 4.690 -5.746 1.996
O: 4.189 -3.750 1.499
H: 4.726 -3.138 7.518
H: 4.239 -1.470 5.661
H: 3.772 -2.113 3.517
H: 4.677 -6.215 4.625
H: 4.647 -5.544 6.934

Computed properties:
Kohn-Sham gap ... 8.062 eV
Charge ... -1


Molecular formula: C4H6O2
Method: DFT, ωB97M-V/def2-TZVPD

Cartesian coordinates (Å):
O: -0.591 1.721 0.482
C: -0.394 0.407 0.757
C: -0.560 -1.230 -0.511
C: 0.473 -0.330 -1.234
C: 0.880 -0.226 0.221
O: 0.435 -1.584 0.458
H: -1.323 2.063 1.012
H: -0.685 0.058 1.755
H: -1.372 -0.570 0.036
H: 1.139 -0.936 -1.853
H: 0.130 0.571 -1.747
H: 1.868 0.056 0.623

Computed properties:
Kohn-Sham gap ... 8.139 eV
ΔE to the lowest compared entry with this formula, charge and spin ... 140.5 kcal/mol
Charge ... 0


Molecular formula: C34H30BrF10N3PPtSb
Method: DFT, ωB97M-V/def2-TZVPD

Cartesian coordinates (Å):
Pt: 0.119 -0.064 0.753
C: -0.657 -2.302 2.683
N: -1.214 -1.216 1.835
C: -2.048 -1.935 0.794
C: -2.108 -0.305 2.560
C: -2.650 -0.637 3.785
C: -3.653 0.158 4.334
C: -4.145 1.250 3.635
C: -3.587 1.600 2.419
C: -2.518 0.865 1.896
N: -1.929 1.131 0.651
C: -1.874 2.310 0.102
C: -1.885 3.560 0.845
C: -1.387 4.678 0.294
C: -0.881 4.680 -1.061
C: -0.885 3.576 -1.834
C: -1.528 2.376 -1.357
N: -1.873 1.430 -2.196
C: -2.954 0.445 -2.018
C: -1.342 1.369 -3.571
H: -1.461 -2.984 2.957
H: 0.070 -2.847 2.091
H: -0.202 -1.893 3.576
H: -2.862 -2.431 1.321
H: -2.452 -1.221 0.091
H: -1.422 -2.664 0.284
H: -2.337 -1.524 4.314
H: -4.081 -0.113 5.289
H: -4.970 1.824 4.033
H: -4.009 2.421 1.856
H: -2.150 3.536 1.891
H: -1.307 5.584 0.880
H: -0.507 5.609 -1.474
H: -0.563 3.646 -2.861
H: -3.572 0.512 -2.914
H: -2.533 -0.556 -1.966
H: -3.554 0.671 -1.146
H: -2.051 1.832 -4.258
H: -0.374 1.850 -3.647
H: -1.230 0.316 -3.823
F: 6.365 -0.122 -2.119
C: 5.461 -0.092 -1.185
C: 5.715 -0.530 0.093
F: 6.873 -0.980 0.440
C: 4.676 -0.489 1.094
F: 5.035 -0.867 2.275
C: 3.363 -0.065 0.829
P: 1.963 -0.084 2.064
C: 2.253 1.431 2.984
C: 3.304 1.529 3.901
C: 3.566 2.742 4.517
C: 2.796 3.859 4.219
C: 1.754 3.767 3.305
C: 1.479 2.558 2.689
C: 2.342 -1.512 3.061
C: 2.721 -2.701 2.431
C: 2.938 -3.839 3.188
C: 2.763 -3.798 4.568
C: 2.368 -2.621 5.193
C: 2.152 -1.474 4.445
C: 3.171 0.431 -0.428
Br: 1.532 1.190 -0.884
C: 4.184 0.412 -1.446
F: 3.900 0.863 -2.618
H: 3.921 0.672 4.136
H: 4.373 2.814 5.233
H: 3.007 4.803 4.705
H: 1.154 4.638 3.080
H: 0.646 2.485 1.999
H: 2.824 -2.753 1.350
H: 3.237 -4.759 2.704
H: 2.937 -4.688 5.158
H: 2.234 -2.596 6.266
H: 1.837 -0.563 4.938
F: -0.305 -1.010 -1.360
Sb: 0.657 -2.375 -2.448
F: 1.047 -0.898 -3.556
F: -0.999 -2.625 -3.271
F: 1.618 -3.613 -3.420
F: 2.186 -1.843 -1.399
F: 0.208 -3.518 -1.020

Computed properties:
Kohn-Sham gap (alpha / beta) ... 6.262 / 4.230 eV
Spin multiplicity ... 2
<S²> ... 0.768
ΔE to the lowest compared entry with this formula, charge and spin ... 0.0 kcal/mol
Charge ... +3


Molecular formula: C11H11ClOS
Method: DFT, ωB97M-V/def2-TZVPD

Cartesian coordinates (Å):
C: 3.065 -0.434 0.953
C: 2.191 -0.319 -0.373
C: 1.011 0.582 -0.155
C: 1.030 1.875 -0.064
O: 0.057 2.789 0.265
C: -1.219 2.588 0.062
S: -2.389 3.413 0.811
C: -0.290 -0.173 -0.174
C: -0.659 -0.874 -1.373
C: -1.690 -1.835 -1.356
C: -2.572 -1.819 -0.240
Cl: -4.073 -2.625 -0.222
C: -2.281 -1.060 0.911
C: -1.126 -0.249 0.985
H: 2.675 0.119 1.737
H: 3.088 -1.472 1.322
H: 3.981 0.088 0.725
H: 2.796 0.147 -1.070
H: 1.817 -1.222 -0.799
H: 1.982 2.319 -0.213
H: -1.547 1.808 -0.731
H: 0.034 -0.808 -2.159
H: -2.073 -2.203 -2.384
H: -3.080 -0.966 1.653
H: -0.731 0.330 1.889

Computed properties:
Kohn-Sham gap ... 8.823 eV
Structure (SMILES) ... CC/C(=C/OC=S)c1ccc(Cl)cc1
ΔE to the lowest compared entry with this formula, charge and spin ... 19.8 kcal/mol
Charge ... 0


Molecular formula: C47H48B2Cl72N2O7
Method: DFT, ωB97M-V/def2-TZVPD

Cartesian coordinates (Å):
C: 1.566 3.953 5.960
C: -0.051 3.688 5.873
O: -0.600 4.109 4.571
C: -0.568 2.959 3.596
O: -1.823 2.289 3.763
C: -2.113 1.107 3.005
B: -0.914 0.031 2.713
O: -1.015 -1.365 3.270
O: 0.334 0.299 1.935
C: -2.946 1.360 1.573
C: -4.187 2.395 2.007
C: -5.171 2.791 0.757
O: -6.495 2.481 0.724
C: -4.455 3.662 -0.479
C: -3.486 4.908 0.016
C: -2.638 5.876 -1.037
C: -2.828 5.521 -2.640
C: -3.826 4.306 -3.135
C: -4.667 3.329 -2.070
N: -3.624 0.113 1.051
C: -2.988 -0.426 -0.210
C: -4.036 -0.833 -1.403
C: -3.274 -1.577 -2.692
C: -2.461 -2.937 -2.270
C: -0.827 -2.862 -2.556
C: -0.147 -1.436 -2.119
C: 1.495 -1.373 -2.322
C: 2.005 0.159 -1.888
C: 2.359 1.084 -3.195
C: 3.823 0.801 -3.874
C: 4.912 0.056 -2.900
C: 5.477 0.986 -1.664
N: 5.161 2.459 -1.815
C: 5.785 3.498 -2.732
C: 4.945 4.872 -2.422
C: 3.818 4.582 -1.254
C: 4.054 2.979 -0.914
B: -0.342 3.748 2.132
O: -0.905 5.105 1.980
O: 0.418 3.189 0.995
H: 1.867 4.858 5.247
H: 2.096 2.982 5.578
H: 1.914 4.209 7.062
H: -0.389 2.592 6.111
H: -0.552 4.402 6.688
H: 0.412 2.372 3.937
H: -2.913 0.492 3.652
H: -0.080 -1.762 3.199
H: 0.113 0.438 0.954
H: -2.305 1.919 0.769
H: -4.839 1.908 2.879
H: -3.783 3.410 2.456
H: -3.382 5.129 1.160
H: -1.930 6.732 -0.625
H: -2.221 6.182 -3.404
H: -3.973 4.094 -4.277
H: -5.377 2.461 -2.406
H: -3.723 -0.603 1.803
H: -2.148 0.267 -0.645
H: -2.436 -1.437 0.104
H: -4.448 0.191 -1.859
H: -4.963 -1.449 -1.037
H: -4.155 -1.929 -3.417
H: -2.640 -0.810 -3.329
H: -2.734 -3.206 -1.163
H: -2.867 -3.829 -2.945
H: -0.337 -3.698 -1.858
H: -0.601 -3.198 -3.658
H: -0.325 -1.330 -0.943
H: -0.587 -0.498 -2.665
H: 1.681 -1.578 -3.480
H: 2.024 -2.204 -1.681
H: 2.826 0.146 -1.050
H: 1.042 0.655 -1.384
H: 1.548 0.807 -4.026
H: 2.169 2.214 -2.935
H: 4.212 1.826 -4.332
H: 3.641 0.089 -4.803
H: 5.850 -0.202 -3.579
H: 4.506 -0.975 -2.483
H: 5.059 0.523 -0.648
H: 6.652 0.792 -1.622
H: 6.669 3.254 -3.459
H: 5.115 5.919 -2.952
H: 3.042 5.337 -0.790
H: 3.463 2.341 -0.126
H: -0.145 5.769 2.124
H: 1.373 3.003 1.297
C: -4.595 6.124 4.389
Cl: -3.112 5.138 4.412
Cl: -5.533 5.752 2.920
Cl: -5.577 5.755 5.829
Cl: -4.160 7.852 4.394
C: 3.505 -4.792 -3.827
Cl: 4.916 -5.859 -4.041
Cl: 3.905 -3.154 -4.404
Cl: 2.130 -5.431 -4.764
Cl: 3.067 -4.724 -2.102
C: -6.695 2.172 8.075
Cl: -7.106 3.833 8.571
Cl: -7.917 1.042 8.712
Cl: -6.666 2.074 6.296
Cl: -5.092 1.739 8.719
C: 4.183 3.800 2.867
Cl: 2.595 4.076 3.626
Cl: 5.348 5.004 3.474
Cl: 4.758 2.163 3.269
Cl: 4.032 3.959 1.098
C: 2.983 -8.611 -1.731
Cl: 1.395 -8.335 -0.972
Cl: 4.148 -7.407 -1.124
Cl: 3.558 -10.249 -1.328
Cl: 2.832 -8.452 -3.499
C: -2.717 5.792 9.131
Cl: -3.128 7.453 9.627
Cl: -3.938 4.662 9.768
Cl: -2.688 5.694 7.352
Cl: -1.113 5.359 9.775
C: -2.117 -6.803 -4.786
Cl: -3.228 -5.703 -5.641
Cl: -0.450 -6.189 -4.925
Cl: -2.575 -6.893 -3.067
Cl: -2.214 -8.427 -5.513
C: 4.183 -11.259 -6.733
Cl: 5.594 -12.326 -6.946
Cl: 4.584 -9.621 -7.309
Cl: 2.809 -11.898 -7.669
Cl: 3.746 -11.191 -5.007
C: 0.883 -10.715 2.410
Cl: 1.619 -9.736 3.704
Cl: -0.793 -10.177 2.138
Cl: 1.822 -10.517 0.909
Cl: 0.885 -12.431 2.890
C: 3.883 -2.178 1.255
Cl: 4.365 -2.989 -0.256
Cl: 5.200 -2.312 2.448
Cl: 3.553 -0.458 0.927
Cl: 2.415 -2.952 1.903
C: 5.383 8.394 5.947
Cl: 6.920 7.608 5.503
Cl: 5.037 9.711 4.798
Cl: 4.066 7.196 5.891
Cl: 5.511 9.061 7.594
C: 10.183 6.999 2.657
Cl: 9.106 5.995 1.654
Cl: 11.879 6.679 2.212
Cl: 9.813 8.721 2.386
Cl: 9.936 6.601 4.376
C: 3.283 -12.913 -12.006
Cl: 3.755 -11.717 -13.241
Cl: 3.436 -14.555 -12.681
Cl: 4.348 -12.752 -10.587
Cl: 1.594 -12.626 -11.517
C: -5.717 -3.242 1.594
Cl: -6.475 -4.574 2.502
Cl: -4.340 -2.597 2.523
Cl: -5.140 -3.848 0.021
Cl: -6.913 -1.948 1.329
C: 1.483 -1.647 -7.760
Cl: 0.725 -2.979 -6.851
Cl: 2.860 -1.002 -6.830
Cl: 2.060 -2.253 -9.332
Cl: 0.287 -0.353 -8.024
C: 0.283 -8.930 -9.236
Cl: 1.820 -9.716 -9.679
Cl: -0.063 -7.612 -10.384
Cl: -1.034 -10.128 -9.291
Cl: 0.411 -8.263 -7.588
C: -4.517 11.511 8.796
Cl: -5.012 12.995 7.943
Cl: -2.954 11.786 9.607
Cl: -5.749 11.085 10.011
Cl: -4.352 10.179 7.625
C: -10.517 -0.603 2.604
Cl: -11.369 0.701 3.468
Cl: -9.909 -1.796 3.779
Cl: -11.641 -1.401 1.476
Cl: -9.148 0.083 1.693

Computed properties:
Kohn-Sham gap ... 7.513 eV
Charge ... 0